A molecular structure, C8H19FO2Ta, computed with ωB97M-V/def2-TZVPD.

Output
- HOMO-LUMO gap: 0.264 hartree
- E_HOMO: -4.18 eV
- Max |F|: 0.0610 Eh/bohr

```
! wB97M-V def2-TZVPD RIJCOSX def2/J DEFGRID3
* xyz -1 1
H 3.1050 -2.3064 1.7032
H -1.0135 2.8949 1.9550
H 1.0793 -2.7770 -0.6610
C 2.7522 -2.0694 0.6399
C 1.3603 -2.8104 0.4370
H -4.6268 -0.2897 0.0332
Ta 0.3495 0.7779 -0.8926
H 3.2006 0.7028 -1.0218
C 0.9114 2.3142 0.7462
H 3.5315 -2.5501 -0.0459
H 0.5258 -2.4089 1.0896
C -1.8883 1.4641 -0.9523
O 2.7053 -0.6428 0.5499
H -3.4652 0.1649 -2.0278
H -0.1252 -0.4276 0.4308
O 0.2295 1.5178 2.9462
H -2.1803 2.0223 -0.0054
H -3.2288 0.4660 1.0700
C -2.7667 0.1079 -1.1249
F -3.1319 -1.5599 0.6905
C -3.5154 -0.2382 0.2330
H 1.0288 3.3871 0.3742
H -2.0687 2.1565 -1.8387
H 1.9427 2.0216 1.1521
H -0.0668 -0.3826 -2.2711
C 2.4973 -0.1785 -0.8113
H 2.6105 -0.9778 -1.6061
H -2.0573 -0.7559 -1.3461
C -0.0633 2.2704 1.9990
H 0.8702 2.0169 -2.1650
H 1.4983 -3.9102 0.7202
*
```

Atom charges from the natural (NBO) analysis, given in e for atoms 1 to 4: atom 1 (H): 0.17, atom 2 (H): 0.10, atom 3 (H): 0.21, atom 4 (C): -0.05